Entry P
Below is the molecule C3H4N2O, with properties calculated with the ωB97M-V functional and the def2-TZVPD basis.

Values from the calculation:
SMILES string: O=C1CNC=N1
HOMO: -9.71 eV
HOMO-LUMO gap: 10.331 eV

Each atom is followed by the atoms it is bonded to, with distances in Å.
Cartesian coordinates (Å):
1 O -0.41489 0.35969 2.34439  C2 1.205
2 C -0.03408 0.04183 1.24639  O1 1.205, C3 1.531, N6 1.408
3 C -0.30556 0.90194 0.00943  C2 1.531, N4 1.451, H7 1.092, H8 1.095
4 N -0.08303 -0.07420 -1.04038  C3 1.451, C5 1.362, H9 1.008
5 C 0.46527 -1.17048 -0.44667  N4 1.362, N6 1.295, H10 1.089
6 N 0.52372 -1.18757 0.84651  C2 1.408, C5 1.295
7 H -1.33124 1.21248 0.21669  C3 1.092
8 H 0.32749 1.78944 -0.09767  C3 1.095
9 H 0.04355 0.12954 -2.01988  N4 1.008
10 H 0.80876 -2.00268 -1.05880  C5 1.089

=====

Entry Q
Below is a cluster of 2 separate species, C3H4N2O in total, with properties calculated with the ωB97M-V functional and the def2-TZVPD basis.

Values from the calculation:
SMILES string: C#[N+][O-].C#CN
HOMO: -9.58 eV
HOMO-LUMO gap: 10.114 eV

Each atom is followed by the atoms it is bonded to, with distances in Å.
Cartesian coordinates (Å):
1 N -0.81948 -0.17186 1.29699  C2 1.370, H7 1.015, H8 1.014
2 C 0.37029 0.50511 1.25470  N1 1.370, C3 1.203
3 C 1.47548 0.98080 1.24327  C2 1.203, H9 1.066
4 O 0.58577 -0.53155 -3.70186  N5 1.207
5 N -0.01948 -0.54495 -2.65713  O4 1.207, C6 1.157
6 C -0.62666 -0.56007 -1.67211  N5 1.157, H10 1.079
7 H -1.60723 0.41868 1.54180  N1 1.015
8 H -0.73904 -0.92788 1.96854  N1 1.014
9 H 2.42959 1.42784 1.40595  C3 1.066
10 H -1.04925 -0.59612 -0.68016  C6 1.079

=====

Entry R
Below is the molecule C3H4N2O, with properties calculated with the ωB97M-V functional and the def2-TZVPD basis.

Values from the calculation:
HOMO (spin up / spin down): -9.05 / -9.06 eV
HOMO-LUMO gap (spin up / spin down): 8.126 / 8.135 eV

Each atom is followed by the atoms it is bonded to, with distances in Å.
Cartesian coordinates (Å):
1 N 1.89679 -0.02495 -0.23641  C2 1.363, H7 1.006, H8 1.006
2 C 0.59604 -0.37564 -0.03177  N1 1.363, N3 1.405, O6 1.226
3 N -0.23626 0.72325 -0.30497  C2 1.405, C4 1.350
4 C -1.48601 0.82422 0.19657  N3 1.350, C5 1.326, H9 1.089
5 C -2.06076 -0.32038 -0.14825  C4 1.326, H10 1.085
6 O 0.27933 -1.50470 0.32658  C2 1.226
7 H 2.14141 0.93516 -0.40942  N1 1.006
8 H 2.60772 -0.68774 0.02400  N1 1.006
9 H -1.91679 1.78116 0.48760  C4 1.089
10 H -1.82146 -1.35037 0.09608  C5 1.085

=====

Which of them is the most stable, and which is the least stable? entry P and entry Q, in that order.

=====

Entry P
Below is the molecule C3H4N2O, with properties calculated with the ωB97M-V functional and the def2-TZVPD basis.

Values from the calculation:
SMILES string: Oc1cc[nH]n1
HOMO: -8.91 eV
HOMO-LUMO gap: 9.958 eV

Each atom is followed by the atoms it is bonded to, with distances in Å.
Cartesian coordinates (Å):
1 O 2.24035 -0.12773 0.08736  C2 1.349, H7 0.969
2 C 0.89236 -0.09419 0.04704  O1 1.349, N3 1.319, C6 1.414
3 N 0.19582 -1.20796 -0.07079  C2 1.319, N4 1.349
4 N -1.08451 -0.78689 -0.11708  N3 1.349, C5 1.349, H8 1.005
5 C -1.19873 0.55377 -0.01458  N4 1.349, C6 1.376, H9 1.081
6 C 0.07657 1.05901 0.09906  C2 1.414, C5 1.376, H10 1.080
7 H 2.48091 -1.05658 -0.04772  O1 0.969
8 H -1.81698 -1.47552 -0.13374  N4 1.005
9 H -2.16084 1.04515 -0.05738  C5 1.081
10 H 0.37505 2.09092 0.20782  C6 1.080

=====

Entry Q
Below is the molecule C3H4N2O, with properties calculated with the ωB97M-V functional and the def2-TZVPD basis.

Values from the calculation:
SMILES string: Nc1ncco1
HOMO: -8.52 eV
HOMO-LUMO gap: 9.415 eV

Each atom is followed by the atoms it is bonded to, with distances in Å.
Cartesian coordinates (Å):
1 N 1.97204 0.04789 -0.35214  C2 1.368, H7 1.015, H8 1.004
2 C 0.63828 -0.12663 -0.10232  N1 1.368, N3 1.318, O6 1.327
3 N -0.07225 0.98168 -0.03154  C2 1.318, C4 1.349
4 C -1.32762 0.58361 0.25913  N3 1.349, C5 1.345, H9 1.081
5 C -1.54331 -0.73390 0.42453  C4 1.345, O6 1.658, H10 1.111
6 O -0.01316 -1.26843 0.07746  C2 1.327, C5 1.658
7 H 2.24127 1.02612 -0.37797  N1 1.015
8 H 2.70628 -0.63614 -0.32611  N1 1.004
9 H -2.11502 1.31456 0.37445  C4 1.081
10 H -2.48650 -1.18878 0.05451  C5 1.111

=====

Which of them is the most stable, and which is the least stable? entry P and entry Q, in that order.